No. 1
Here is a structure of composition C6H74NO31 at a distorted geometry from OMol25. Energies are from ωB97M-V with the def2-TZVPD basis set.

XYZ file:
```
112
Properties=species:S:1:pos:R:3
C -3.01590 -1.73007 -2.88134
O -1.67724 -1.95675 -2.64418
C -0.98225 -0.86951 -2.09254
C -1.42158 -0.39342 -0.70147
N -0.73040 0.83787 -0.16069
H -0.46245 1.67223 -0.67744
H -1.23496 1.06930 0.60665
C 0.54853 0.35927 0.38072
C 1.28609 1.46447 1.23186
O 2.52154 0.84542 1.88531
C 2.95129 1.65377 2.94973
H -3.33339 -0.89582 -3.58487
H -3.61745 -1.78453 -1.79002
H -3.43700 -2.50778 -3.44396
H -0.83397 0.03921 -2.56206
H -0.02609 -1.45147 -1.89395
H -1.16544 -1.20457 -0.09543
H -2.39646 -0.06203 -0.78591
H 1.27383 0.03766 -0.29944
H 0.48265 -0.56137 0.87249
H 0.45504 1.75467 1.84120
H 1.48582 2.30241 0.66472
H 3.77523 1.15090 3.51228
H 2.24294 1.55698 3.70066
H 3.30484 2.49108 2.53233
O -1.06683 -4.24939 -0.90496
H -0.62666 -3.68638 -0.28940
H -0.85140 -3.95190 -1.78609
O 1.46563 -0.45408 5.19379
H 0.99857 -1.00402 5.85194
H 1.96070 -1.20629 4.75327
O 5.93474 -0.25200 4.55779
H 6.23695 0.61666 4.37821
H 6.55779 -0.56073 5.17547
O -6.01240 -0.55584 -4.45870
H -6.27819 -1.39872 -4.19043
H -6.58641 -0.43914 -5.18134
O -4.20624 2.01942 -0.65188
H -4.55483 2.18813 0.26833
H -4.96010 1.65679 -1.11695
O 1.10365 -1.65964 3.05115
H 0.52674 -1.76156 2.30972
H 1.75651 -1.46091 2.47304
O 3.33707 0.92256 -1.61704
H 3.66128 -0.05080 -1.63550
H 4.14181 1.18292 -2.15769
O -1.46619 -1.58388 -5.95932
H -2.42054 -1.25839 -5.92905
H -1.62250 -2.53667 -5.77457
O 0.38608 2.18537 5.72058
H 1.00513 1.39541 5.57193
H 0.96534 3.00778 5.67691
O 5.58305 1.80555 0.65641
H 6.33930 1.20520 0.63045
H 4.83662 1.21934 0.23042
O 1.91274 2.83601 -3.08961
H 1.29833 3.06581 -2.29350
H 1.87351 1.99826 -3.14286
O -3.81368 -3.87907 -1.49074
H -3.81295 -4.72897 -1.17441
H -2.92308 -3.90216 -1.62394
O -6.28238 -3.08883 -3.11534
H -6.72225 -2.70308 -2.50782
H -5.58326 -3.53154 -2.63706
O 2.96989 -0.90792 1.10155
H 2.78659 0.02991 1.29264
H 3.46011 -1.06897 0.16686
O 5.67107 -0.88453 2.20189
H 4.75299 -1.14149 2.10845
H 5.43461 -0.46863 3.14593
O 2.68784 4.80066 1.08857
H 2.84742 5.21610 0.22453
H 2.57704 5.51144 1.71655
O -0.69184 3.18949 -1.69462
H -1.39738 3.70436 -2.29644
H -0.54138 3.69083 -0.87893
O -4.00105 -1.06516 -6.22877
H -4.33208 -0.88239 -5.39427
H -4.44630 -0.34127 -6.80183
O -1.93599 3.11917 4.11847
H -1.19005 2.91953 4.62540
H -1.63300 2.55772 3.26830
O -3.58549 -2.30626 0.77385
H -4.01229 -1.44065 0.67782
H -3.78636 -2.98219 0.28692
O 5.50491 4.17568 2.12398
H 5.76224 3.55019 2.74871
H 4.80615 3.79305 1.47896
O -2.27780 1.74899 1.79907
H -3.26017 1.75483 1.61921
H -2.12783 0.99075 2.34197
O -0.82770 -2.91262 1.54166
H -0.83259 -3.71604 1.98122
H -1.75968 -2.43944 1.31891
O 4.09810 0.51966 6.34349
H 4.77006 0.20043 5.66812
H 3.26284 0.01714 6.14345
O -1.13341 -0.25858 3.62652
H -0.13544 -0.37411 3.73334
H -1.61118 -0.64820 4.34909
O -1.52804 -4.27108 -4.85728
H -2.19599 -4.97067 -4.58391
H -1.27382 -4.34492 -5.82508
O -0.03129 4.34631 0.71625
H -0.09872 5.34588 0.50303
H 0.86788 4.46817 1.16832
O 0.72305 -3.56359 -3.35992
H 1.52319 -3.18851 -3.92460
H 0.02695 -3.78517 -4.16121
O -0.25718 0.40183 -5.21131
H -0.91879 1.02556 -5.63585
H -0.79502 -0.33443 -5.48485
```

The calculation puts the energy above the lowest of the compared OMol25 structures with the same formula, charge and spin at 243.3 kJ/mol. For the strongest force on any atom, the calculation gives 0.2226 hartree/bohr. The calculated total energy comes out at -72369.150 eV. As for the charge: +1. The lowest unoccupied orbital energy is -2.549 eV.


No. 2
Here is a cluster of 11 separate species, C39H88F36N5O2P6 in total at a distorted geometry from OMol25. Energies are from ωB97M-V with the def2-TZVPD basis set.

XYZ file:
```
176
Properties=species:S:1:pos:R:3
C -1.03474 4.72639 -6.19227
C 0.14635 4.19383 -6.93351
O 0.87961 3.21342 -6.68720
N 0.42673 5.01264 -8.22376
H 0.26361 6.00938 -8.22246
H 1.41886 4.87395 -8.35241
C -0.12665 4.33323 -9.52133
H -1.07332 4.30277 -5.18870
H -1.92199 4.46448 -6.76871
H -1.05398 5.81605 -6.17290
H -1.16169 4.63230 -9.68675
H 0.09063 3.26645 -9.57492
H 0.38739 4.67288 -10.42050
C 0.13884 2.30452 1.40979
C -0.68221 2.70608 2.63147
O -1.23930 1.91350 3.40924
N -0.72050 4.20947 2.99546
H 0.06261 4.73494 2.63391
H -1.47556 4.53821 2.41073
C -1.08849 4.45309 4.51866
H -0.00211 2.89674 0.50563
H -0.04196 1.23255 1.33041
H 1.18478 2.51034 1.63727
H -2.09462 4.09979 4.74446
H -1.06302 5.54197 4.56102
H -0.22593 4.16999 5.12193
C -4.53968 -1.23006 -4.03134
C -3.51827 -2.15510 -3.39639
C -3.51930 -3.55263 -4.08470
C -2.94319 -3.36884 -5.47661
N -2.99439 -4.51730 -6.51525
C -2.24261 -5.77134 -6.06050
C -0.95606 -5.76882 -6.75086
C -0.96099 -4.67903 -7.74431
C -2.40233 -4.10453 -7.84873
C -4.54063 -4.75246 -6.74488
C -5.34819 -3.52830 -7.33340
C -6.87979 -3.70113 -7.32175
H -4.36183 -0.97949 -5.07713
H -4.51341 -0.20521 -3.66107
H -5.53312 -1.67768 -4.00254
H -3.57043 -2.27731 -2.31451
H -2.53394 -1.73310 -3.59914
H -4.58259 -3.77077 -4.18431
H -3.05138 -4.35482 -3.51405
H -1.86484 -3.21770 -5.42715
H -3.23914 -2.46162 -6.00336
H -2.76071 -6.69869 -6.30483
H -2.04130 -5.66065 -4.99499
H -1.01630 -6.71543 -7.28789
H -0.08874 -5.68100 -6.09655
H -0.59681 -4.91066 -8.74522
H -0.30586 -3.92555 -7.30707
H -2.99412 -4.56860 -8.63774
H -2.51675 -3.02159 -7.89602
H -4.84651 -5.08990 -5.75458
H -4.55318 -5.51897 -7.51974
H -5.10527 -3.46280 -8.39397
H -5.11686 -2.57460 -6.85901
H -7.22512 -4.51429 -7.96019
H -7.28722 -2.75731 -7.68412
H -7.28207 -3.96335 -6.34323
C 13.34698 2.94804 -2.74912
C 11.99335 3.15107 -3.60368
C 10.82435 2.38708 -3.07046
C 10.10899 3.10750 -1.83619
N 8.79262 2.55850 -1.29416
C 7.64433 2.46651 -2.35502
C 6.98063 3.93357 -2.31483
C 7.61262 4.57033 -1.07858
C 8.30393 3.56233 -0.19317
C 9.06844 1.13201 -0.64267
C 10.36851 1.00337 0.21059
C 10.78404 -0.48277 0.53479
H 14.02866 3.77083 -2.96460
H 13.88675 2.00114 -2.73850
H 12.92980 3.01097 -1.74409
H 12.21707 2.77775 -4.60302
H 11.65324 4.15740 -3.84808
H 11.05175 1.36118 -2.78079
H 10.23500 2.26862 -3.97971
H 9.87804 4.12492 -2.15181
H 10.87473 3.39539 -1.11587
H 7.10509 1.59102 -1.99330
H 8.24448 2.18699 -3.22092
H 5.89190 3.92506 -2.36677
H 7.27368 4.39747 -3.25664
H 6.90827 5.16782 -0.49980
H 8.30250 5.34204 -1.42010
H 7.59436 3.03876 0.44752
H 9.08032 3.94483 0.46942
H 9.09554 0.45371 -1.49547
H 8.24169 0.70719 -0.07335
H 10.27727 1.62241 1.10310
H 11.24039 1.36332 -0.33563
H 10.48812 -1.28243 -0.14422
H 10.34780 -0.74313 1.49916
H 11.82300 -0.46428 0.86392
C -2.00223 -8.08592 1.89455
C -2.53441 -7.99201 3.31683
C -3.88478 -7.31112 3.41051
C -4.38291 -7.19209 4.88942
N -5.92948 -6.84106 4.93259
C -6.26654 -6.86073 6.49570
C -7.34060 -7.93122 6.68949
C -8.05812 -7.97830 5.31252
C -6.79466 -8.02821 4.43386
C -6.37467 -5.47534 4.24865
C -5.51649 -4.31054 4.50230
C -6.11687 -3.01682 3.93087
H -0.92472 -8.20664 2.00628
H -2.31728 -7.26188 1.25439
H -2.47556 -8.91547 1.36929
H -1.77466 -7.39601 3.82245
H -2.40996 -9.00937 3.68777
H -4.61077 -7.92135 2.87324
H -3.91994 -6.32777 2.94158
H -3.91472 -6.28305 5.26696
H -4.25557 -8.14004 5.41217
H -6.58288 -5.83219 6.66923
H -5.36774 -7.08013 7.07200
H -8.10101 -7.62490 7.40785
H -6.93351 -8.89948 6.98080
H -8.70656 -7.14101 5.05450
H -8.55846 -8.93227 5.14607
H -7.08303 -7.97357 3.38412
H -6.28914 -8.99008 4.51960
H -7.39252 -5.43774 4.63681
H -6.37723 -5.61843 3.16809
H -4.51856 -4.48132 4.09846
H -5.31692 -4.19964 5.56812
H -6.25889 -3.26564 2.87919
H -5.38614 -2.21412 4.02988
H -7.03405 -2.67694 4.41188
P 5.55365 4.35947 6.36354
F 6.29742 5.74868 6.52900
F 4.85341 4.83494 4.88596
F 6.95079 3.69161 5.84728
F 4.83788 2.87079 6.08558
F 5.92480 3.89894 7.90997
F 4.18992 4.98385 7.02021
P 0.27461 8.99537 -0.33836
F -1.21409 8.50704 -0.18093
F 0.84900 8.56383 1.16114
F 0.77668 7.53266 -0.71592
F 1.75659 9.64861 -0.62838
F -0.05948 9.24567 -1.94879
F -0.20892 10.48612 0.07842
P -2.92780 10.70329 9.90777
F -2.50429 10.03328 8.41503
F -1.43911 10.50811 10.43217
F -2.36379 12.13205 9.33129
F -3.29005 11.29434 11.38973
F -4.37780 11.31518 9.37761
F -3.37188 9.21034 10.27535
P -7.38307 5.99274 1.26806
F -8.50338 5.35696 2.31216
F -7.75494 4.88110 0.18726
F -8.44064 7.18552 0.94098
F -6.28509 6.76370 0.26847
F -6.83369 6.82249 2.56776
F -6.31647 4.96295 1.87412
P 3.04616 -3.35371 -1.26216
F 2.53862 -2.23892 -2.36136
F 1.53424 -3.58455 -0.74582
F 2.81157 -4.64099 -2.31119
F 3.53336 -4.38406 -0.18570
F 4.59412 -3.14690 -1.76480
F 3.45185 -2.20063 -0.23960
P -2.22268 -0.35212 9.77862
F -2.18252 0.29909 11.21868
F -0.58710 -0.10699 9.69676
F -2.04769 -1.87479 10.42705
F -2.22631 -1.07040 8.29226
F -3.77713 -0.43102 9.88400
F -2.40412 0.99353 8.89313
```

For the strongest force on any atom, the calculation gives 0.1128 hartree/bohr. The calculated total energy comes out at -206999.042 eV. As for the charge: -1. The lowest unoccupied orbital energy is -2.558 eV.


No. 3
Here is an isolated molecule of C6H13NO at a distorted geometry from OMol25. Energies are from ωB97M-V with the def2-TZVPD basis set.

XYZ file:
```
21
Properties=species:S:1:pos:R:3
C 0.78204 1.33747 1.66467
N -0.42090 1.34126 0.84837
C -0.69138 0.18201 -0.04453
C -1.13686 -0.98238 0.82688
O -1.76619 -1.90811 0.39498
C 0.31366 -0.24736 -1.13302
C 0.74523 0.95214 -1.98327
C 1.55273 -1.01254 -0.54166
H 0.57370 1.86262 2.60188
H 1.65561 1.82731 1.22205
H 1.02827 0.32794 1.97902
H -0.38153 2.14439 0.23238
H -1.61490 0.48987 -0.54270
H -0.84199 -0.93024 1.89348
H -0.22830 -0.99993 -1.70091
H 0.59331 1.89233 -1.44015
H 0.07721 1.07587 -2.83302
H 1.79560 0.93243 -2.26009
H 1.54013 -2.03598 -0.87795
H 2.49997 -0.53757 -0.78974
H 1.54485 -0.92504 0.53884
```

The calculation puts the energy above the lowest of the compared OMol25 structures with the same formula, charge and spin at 179.8 kJ/mol. For the strongest force on any atom, the calculation gives 0.0253 hartree/bohr. The structure (SMILES) is CN[C@H](C=O)C(C)C. The calculated total energy comes out at -9969.311 eV. The lowest unoccupied orbital energy is 0.905 eV.


No. 4
Here is a structure of composition C48H59F3InNOPS from OMol25. Energies are from ωB97M-V with the def2-TZVPD basis set.

XYZ file:
```
115
Properties=species:S:1:pos:R:3
In 0.08624 -0.18644 1.81983
S 2.08379 -0.98598 5.83861
C 0.42519 -0.86529 6.21130
C -0.34003 -0.67304 5.09910
C 0.41916 -0.62560 3.89751
C 1.75710 -0.77150 4.15846
C 2.81226 -0.72756 3.14544
C 4.16363 -0.89531 3.44152
C 5.08940 -0.85571 2.41907
C 4.65796 -0.63772 1.11678
C 3.30655 -0.46378 0.89668
N 2.40601 -0.52015 1.88007
H 0.09904 -0.93746 7.23689
H -1.41377 -0.56306 5.15220
H 4.47408 -1.05656 4.46483
H 6.14139 -0.99091 2.63269
H 5.35390 -0.59767 0.29219
H 2.91574 -0.27734 -0.09620
C 4.83894 0.81781 -2.77360
C 4.24137 -0.57742 -2.93844
C 4.40880 -1.05139 -4.38723
C 2.78188 -0.67113 -2.54464
C 2.22987 -1.90586 -2.22638
C 0.86764 -2.07101 -1.99203
C 0.32665 -3.49105 -1.88022
C 0.02095 -4.07854 -3.26663
C 1.28618 -4.45220 -1.16313
C 0.02881 -0.93579 -1.99976
C 0.57834 0.33088 -2.27179
C 1.94097 0.43030 -2.54670
C -0.27100 1.59401 -2.33533
C -0.95152 1.78235 -3.69870
C 0.52915 2.86295 -2.03364
C -1.46008 -1.14826 -2.10814
C -1.86870 -1.35583 -3.43263
C -3.16523 -1.67477 -3.78392
C -4.11333 -1.82802 -2.78567
C -3.73901 -1.61460 -1.47419
C -2.43381 -1.25676 -1.10423
P -2.24700 -0.91300 0.68540
C -3.34605 0.59527 1.00693
C -2.79325 1.72739 0.13002
C -4.84017 0.49792 0.66885
C -3.19791 0.95665 2.49098
C -2.91007 -2.45182 1.59814
C -2.49547 -3.70522 0.82260
C -4.42419 -2.50028 1.82880
C -2.26083 -2.49592 2.98446
H 5.92142 0.77732 -2.89632
H 4.62135 1.25121 -1.79607
H 4.45532 1.50280 -3.53230
H 4.79275 -1.27306 -2.29666
H 3.83489 -0.41117 -5.06057
H 4.05674 -2.07564 -4.51437
H 5.45642 -1.00957 -4.68784
H 2.87413 -2.77805 -2.23292
H -0.60867 -3.45346 -1.32257
H 0.90781 -4.01431 -3.90088
H -0.79651 -3.56708 -3.76809
H -0.25040 -5.13116 -3.17046
H 2.00317 -4.88162 -1.86498
H 0.72944 -5.28187 -0.72564
H 1.87042 -3.97690 -0.37318
H 2.35285 1.40244 -2.77650
H -1.04746 1.49678 -1.57060
H -0.21508 1.71128 -4.50254
H -1.40050 2.77578 -3.74729
H -1.73697 1.05515 -3.88716
H 1.15858 3.14143 -2.88172
H 1.15641 2.75895 -1.14961
H -0.15770 3.69208 -1.86216
H -1.11688 -1.26691 -4.20706
H -3.42622 -1.81599 -4.82445
H -5.13101 -2.10961 -3.02067
H -4.48612 -1.74044 -0.70828
H -2.95729 1.51376 -0.92861
H -1.73729 1.92215 0.30141
H -3.34160 2.64137 0.37308
H -5.00674 0.38144 -0.39918
H -5.28902 1.45237 0.95496
H -5.37623 -0.28059 1.20059
H -2.15655 1.08443 2.79866
H -3.66769 0.21848 3.14198
H -3.69306 1.91359 2.66827
H -2.95203 -3.74990 -0.16585
H -2.83156 -4.57930 1.38580
H -1.41445 -3.76762 0.71874
H -5.01232 -2.52722 0.91392
H -4.77352 -1.68239 2.45562
H -4.63538 -3.42718 2.36725
H -1.17713 -2.52966 2.93277
H -2.59874 -3.39797 3.50017
H -2.55007 -1.64250 3.59681
F -0.80165 9.30944 1.45319
C 0.39337 8.79060 1.12078
F 0.64641 9.17885 -0.14341
F 1.31489 9.36506 1.90548
C 0.39449 7.29148 1.23987
C -0.63687 6.57766 0.64141
C -0.64446 5.19836 0.70908
C 0.37963 4.52054 1.37675
C 1.40623 5.24768 1.97563
C 1.41375 6.63151 1.90662
C 0.37024 3.08703 1.43084
C 0.34849 1.87600 1.43439
H -1.42901 7.10479 0.12607
H -1.44154 4.63298 0.24418
H 2.19692 4.72311 2.49431
H 2.20981 7.19599 2.37099
C 1.29393 -3.50039 1.99617
O 0.56880 -2.57885 1.16663
H 1.28200 -4.49534 1.55328
H 0.79203 -3.52920 2.95999
H 2.32404 -3.17390 2.14359
H 0.97145 -2.56059 0.28249
```

The calculation puts the energy above the lowest of the compared OMol25 structures with the same formula, charge and spin at 0.0 kJ/mol. For the strongest force on any atom, the calculation gives 0.0055 hartree/bohr. The calculated total energy comes out at -87716.799 eV. As for the charge: +1. The lowest unoccupied orbital energy is -2.412 eV.


- Which of these has the lowest strongest force on any atom?
  C48H59F3InNOPS


- Which of these has the lowest calculated total energy?
  C39H88F36N5O2P6


- What is the calculated total energy in the second record?
  -206999.042 eV


- calculated total energy of number 4 (C48H59F3InNOPS)?
  -87716.799 eV